A 2-piece molecular cluster, FHO2 overall in a non-equilibrium geometry, computed with ωB97M-V/def2-TZVPD.

**Charge**: 0
**LUMO energy (spin up / spin down)**: -3.0381 / -1.8758 eV
**Orbital gap (spin up / spin down)**: 9.05 / 9.99 eV
**Energy**: -250.6927 a.u.
**Maximum force**: 1.1 eV/A

The geometry in XYZ format:
```
4
Properties=species:S:1:pos:R:3:lowdin_charge:R:1
O -0.84 -0.36 -0.31 0.03
O 0.12 -0.85 0.42 -0.01
F 1.56 0.62 0.04 -0.13
H -0.84 0.59 -0.15 0.11
```

FHO2S as an isolated structure in a non-equilibrium geometry, computed with ωB97M-V/def2-TZVPD.

**Charge**: 0
**LUMO energy (spin up / spin down)**: -3.8994 / -2.0333 eV
**Orbital gap (spin up / spin down)**: 5.37 / 10.19 eV
**Energy**: -648.9040 a.u.
**Maximum force**: 6.1 eV/A

The geometry in XYZ format:
```
5
Properties=species:S:1:pos:R:3:lowdin_charge:R:1
O -0.16 -0.09 -1.88 -0.44
O 1.32 0.32 0.24 -0.55
F -2.86 -0.17 0.81 -0.27
S -0.25 -0.27 -0.50 0.99
H 1.95 0.21 1.33 0.26
```

FK as an isolated structure in a non-equilibrium geometry, computed with ωB97M-V/def2-TZVPD.

**Charge**: 0
**LUMO energy**: -0.8490 eV
**Orbital gap**: 7.52 eV
**Energy**: -699.8018 a.u.
**Maximum force**: 1.3 eV/A

The geometry in XYZ format:
```
2
Properties=species:S:1:pos:R:3:lowdin_charge:R:1
K -0.10 -0.71 -1.05 0.89
F 0.10 0.71 1.05 -0.89
```

FNO3S as an isolated structure in a non-equilibrium geometry, computed with ωB97M-V/def2-TZVPD.

**Charge**: 0
**LUMO energy**: -1.6764 eV
**Orbital gap**: 9.42 eV
**Energy**: -778.3460 a.u.
**Maximum force**: 8.2 eV/A

The geometry in XYZ format:
```
6
Properties=species:S:1:pos:R:3:lowdin_charge:R:1
N -1.50 -0.61 -0.09 -0.09
O -0.38 -0.92 -0.65 -0.17
O -1.34 0.30 0.75 -0.15
O 1.21 1.61 -0.21 -0.44
F 2.08 -0.76 0.03 -0.34
S 0.82 0.19 0.53 1.19
```

One molecule with the formula FOPS in a non-equilibrium geometry, computed with ωB97M-V/def2-TZVPD.

**Charge**: 0
**LUMO energy**: -1.3263 eV
**Structure (SMILES)**: O=PSF
**Orbital gap**: 8.34 eV
**Energy**: -914.6137 a.u.
**Maximum force**: 3.1 eV/A

The geometry in XYZ format:
```
4
Properties=species:S:1:pos:R:3:lowdin_charge:R:1
O 0.59 -1.20 1.39 -0.60
F -0.85 1.68 -1.28 -0.57
P 0.76 -1.19 -0.03 0.62
S -0.50 0.71 -0.08 0.55
```

H10LiO5 as an isolated structure in a non-equilibrium geometry, computed with ωB97M-V/def2-TZVPD.

**Charge**: +1
**LUMO energy**: -3.5980 eV
**Orbital gap**: 12.25 eV
**Energy**: -389.5508 a.u.
**Maximum force**: 7.1 eV/A

The geometry in XYZ format:
```
16
Properties=species:S:1:pos:R:3:lowdin_charge:R:1
Li 0.05 -0.23 -0.09 0.71
O -1.21 -1.79 0.00 -0.09
H -1.97 -1.69 -0.62 0.09
H -0.89 -2.69 -0.16 0.08
O 1.63 -0.22 -0.78 -0.05
H 2.26 -0.87 -0.91 0.06
H 1.32 0.03 -1.61 0.01
O 1.16 0.12 1.56 -0.09
H 2.06 0.22 1.59 0.01
H 0.87 -0.01 2.52 0.13
O -0.12 1.62 -1.53 -0.05
H 0.14 2.37 -1.00 0.08
H 0.45 1.38 -2.30 0.08
O -1.62 0.81 1.16 0.04
H -2.17 0.78 0.49 -0.03
H -1.98 0.15 1.66 0.02
```

H10MgO13S2 as an isolated structure in a non-equilibrium geometry, computed with ωB97M-V/def2-TZVPD.

**Charge**: -2
**LUMO energy**: 2.1221 eV
**Orbital gap**: 3.66 eV
**Energy**: -1980.5324 a.u.
**Maximum force**: 4.7 eV/A

The geometry in XYZ format:
```
26
Properties=species:S:1:pos:R:3:lowdin_charge:R:1
Mg 0.06 0.15 -0.48 1.27
S 1.74 -3.68 1.25 0.08
O 1.67 -4.04 2.69 -0.45
O 3.12 -3.29 1.02 -0.45
O 1.23 -4.77 0.49 -0.41
O 0.87 -2.51 1.03 -0.48
S -1.23 3.93 -2.76 0.11
O -0.53 2.79 -2.15 -0.47
O -2.40 4.22 -1.91 -0.46
O -0.39 5.13 -2.87 -0.45
O -1.59 3.43 -4.09 -0.45
O -1.90 -1.28 -2.12 -0.04
H -2.23 -1.35 -3.01 0.05
H -2.58 -1.70 -1.58 0.04
O 1.71 1.80 1.28 -0.04
H 2.39 2.35 0.89 0.05
H 1.83 1.90 2.22 0.05
O -2.47 0.99 1.10 -0.05
H -2.69 1.79 1.57 0.05
H -3.26 0.46 1.14 0.04
O -0.64 -0.95 4.20 -0.07
H -0.98 -1.73 4.64 0.03
H -0.19 -1.29 3.43 0.02
O 2.48 -0.61 -1.92 -0.05
H 2.90 -0.78 -2.76 0.05
H 3.08 -0.97 -1.27 0.05
```

A 2-piece molecular cluster, H10N2Si3 overall in a non-equilibrium geometry, computed with ωB97M-V/def2-TZVPD.

**Charge**: 0
**LUMO energy**: -0.5683 eV
**Orbital gap**: 7.29 eV
**Energy**: -983.8764 a.u.
**Maximum force**: 3.6 eV/A

The geometry in XYZ format:
```
15
Properties=species:S:1:pos:R:3:lowdin_charge:R:1
N -0.29 -1.45 0.19 -0.26
N -0.94 2.89 0.57 -0.22
Si -1.40 2.03 1.95 0.46
Si 2.08 -2.43 -2.15 0.31
Si 0.56 -0.97 -1.23 0.40
H -1.26 -1.03 0.23 0.01
H 0.00 -2.27 0.70 0.00
H -0.29 2.55 -0.19 0.04
H -1.74 2.99 -0.06 0.01
H -2.27 1.05 1.30 -0.09
H -2.21 2.76 2.92 -0.09
H -0.31 1.59 2.62 -0.12
H 2.75 -1.56 -3.10 -0.15
H 3.19 -2.44 -1.07 -0.11
H 2.15 -3.70 -2.68 -0.18
```